Entry 1:
{
  "formula": "C3H6S2",
  "method": "ωB97M-V with the def2-TZVPD basis set",
  "energy_ev": -24873.560,
  "gap_ev": 8.82,
  "charge": 0,
  "homo_ev": -8.706,
  "multiplicity": 1,
  "largest_force_ev_per_a": 7.35,
  "e_above_lowest_ev": 5.148,
  "lumo_energy_ev": 0.12,
  "elements": ["S", "S", "C", "C", "C", "H", "H", "H", "H", "H", "H"],
  "positions_angstrom": [[-1.417766, -1.217564, 0.021896], [1.747107, -1.088728, -0.063827], [0.712154, 0.496002, -0.417162], [-0.687561, 0.244010, -0.715874], [-0.133261, 1.050410, 0.511069], [1.043592, -1.066667, 1.484740], [-0.387381, 0.475147, 1.437545], [-1.056619, 0.656732, -1.626540], [1.384847, 0.918499, -1.059080], [-0.411119, 2.287968, 0.835544], [-0.793992, -2.755814, -0.408308]],
  "atomic_forces_ev_per_a": [[-0.264, -3.241, -0.853], [-2.041, 1.485, 4.235], [3.721, -4.670, -0.424], [-0.299, -0.622, 0.918], [-4.212, 4.528, 3.973], [1.984, -0.514, -3.634], [0.638, 0.601, -0.871], [-0.616, 0.296, -0.205], [0.874, 2.028, -1.722], [1.194, -3.709, -1.767], [-0.979, 3.818, 0.350]],
  "nbo_charge": [-0.0673, -0.1046, -0.3287, -0.3999, -0.3945, 0.1569, 0.2470, 0.2386, 0.2459, 0.2431, 0.1637]
}



Entry 2:
{
  "formula": "C3H6S3",
  "method": "ωB97M-V with the def2-TZVPD basis set",
  "energy_ev": -35712.651,
  "gap_ev": 9.30,
  "charge": 0,
  "homo_ev": -8.623,
  "multiplicity": 1,
  "largest_force_ev_per_a": 2.08,
  "e_above_lowest_ev": 1.208,
  "lumo_energy_ev": 0.68,
  "elements": ["S", "S", "S", "C", "C", "C", "H", "H", "H", "H", "H", "H"],
  "positions_angstrom": [[-1.772480, -1.264634, 1.362876], [0.148723, 0.404042, -2.236213], [1.952909, 0.756086, 0.670923], [-0.447726, -0.733121, 0.347364], [-0.648493, 0.454368, -0.583829], [0.191029, 0.599229, 0.678466], [-0.248835, 1.155293, 1.553151], [0.671516, 1.634414, -2.214327], [2.310090, -0.180818, -0.188813], [0.260893, -1.433488, 0.035466], [-1.648651, 0.929366, -0.518142], [-1.180315, -2.355525, 1.919275]],
  "atomic_forces_ev_per_a": [[-0.777, -0.893, 0.386], [-0.653, -0.211, 0.850], [0.526, 0.914, 0.666], [0.137, 2.058, 0.236], [-0.229, 0.272, 0.079], [-0.605, -0.197, 0.293], [0.468, -0.567, -1.172], [-0.001, 0.105, 0.128], [-0.224, -0.421, -0.391], [0.693, -1.250, -0.533], [0.754, -0.328, -0.302], [-0.088, 0.517, -0.241]],
  "nbo_charge": [0.0045, -0.0165, 0.0086, -0.3857, -0.3565, -0.3866, 0.2573, 0.1357, 0.1261, 0.2361, 0.2364, 0.1407]
}



Entry 3:
{
  "formula": "C3H6S3",
  "method": "ωB97M-V with the def2-TZVPD basis set",
  "energy_ev": -35711.317,
  "gap_ev": 8.33,
  "charge": 0,
  "homo_ev": -8.734,
  "multiplicity": 1,
  "largest_force_ev_per_a": 4.22,
  "e_above_lowest_ev": 2.542,
  "lumo_energy_ev": -0.41,
  "elements": ["S", "S", "S", "C", "C", "C", "H", "H", "H", "H", "H", "H"],
  "positions_angstrom": [[-0.122982, 0.525149, 1.592124], [1.972226, 0.273957, -1.343062], [-1.379329, -0.624193, -0.850057], [-0.212763, -0.598343, 0.217687], [1.136455, -1.082831, -0.393908], [-1.850236, 1.213812, 1.579976], [-1.834535, 2.180852, 2.347439], [2.010994, -1.643002, 0.292383], [-2.405262, 0.284713, 1.945535], [1.497596, -0.295919, -2.743633], [-2.141439, 1.431470, 0.604534], [0.913274, -1.952550, -1.252889]],
  "atomic_forces_ev_per_a": [[-0.369, -0.415, -0.558], [-1.321, -1.820, -2.798], [-2.243, -0.488, -0.747], [2.563, 1.330, -0.240], [1.951, -3.725, -0.379], [1.113, -0.368, 4.027], [-0.213, -2.818, -2.054], [-2.584, 1.852, -1.264], [0.098, 1.841, -0.234], [1.095, 1.520, 3.126], [-0.412, 0.671, -1.530], [0.323, 2.420, 2.651]],
  "nbo_charge": [0.3038, -0.0381, 0.0482, -0.3580, -0.6256, -0.7254, 0.2451, 0.2495, 0.2392, 0.1593, 0.2336, 0.2683]
}



Entry 4:
{
  "formula": "C3H6Si",
  "method": "ωB97M-V with the def2-TZVPD basis set",
  "energy_ev": -11079.228,
  "gap_ev": [8.61, 8.70],
  "charge": 0,
  "homo_ev": [-8.791, -8.811],
  "multiplicity": 1,
  "largest_force_ev_per_a": 9.57,
  "e_above_lowest_ev": 4.418,
  "lumo_energy_ev": [-0.18, -0.11],
  "elements": ["Si", "C", "C", "C", "H", "H", "H", "H", "H", "H"],
  "positions_angstrom": [[-0.410730, -0.702220, -1.576145], [-1.047108, 0.335211, -0.251681], [1.202711, 0.824651, 1.970893], [0.166598, 0.497617, 0.952214], [-2.062500, 0.419045, 0.081510], [-1.610131, -1.481607, -1.685816], [1.219201, 0.155547, 2.730648], [-0.100608, 0.182517, -2.690352], [0.722482, -1.802424, -1.148705], [1.920085, 1.571663, 1.617433]],
  "atomic_forces_ev_per_a": [[1.220, -1.826, 0.720], [6.816, 0.854, 6.664], [-5.174, 0.195, -8.018], [-1.527, 1.290, -0.660], [-0.154, 0.608, 0.353], [-0.679, -0.764, -0.999], [0.687, -1.757, 2.321], [0.285, -0.170, -0.534], [-1.168, 1.709, -0.642], [-0.306, -0.137, 0.795]],
  "nbo_charge": [0.8874, -0.7558, -0.5250, 0.1560, 0.2382, -0.1797, 0.2236, -0.1578, -0.1332, 0.2462]
}



Entry 5:
{
  "formula": "C3H6Si",
  "method": "ωB97M-V with the def2-TZVPD basis set",
  "energy_ev": -11080.931,
  "gap_ev": 9.52,
  "charge": 0,
  "homo_ev": -8.478,
  "multiplicity": 1,
  "largest_force_ev_per_a": 4.74,
  "e_above_lowest_ev": 2.715,
  "lumo_energy_ev": 1.05,
  "elements": ["Si", "C", "C", "C", "H", "H", "H", "H", "H", "H"],
  "positions_angstrom": [[-0.759396, -1.087272, -1.076239], [0.786482, 1.304871, 0.350945], [0.088961, 0.091482, 1.577518], [0.012763, 0.033107, 0.267795], [0.375984, 2.340110, 0.389140], [-0.506282, -0.120824, -2.244634], [-1.988044, -1.431348, -0.629813], [1.783996, 1.106365, 0.281361], [0.223223, -0.042255, 2.715963], [-0.017687, -2.194235, -1.632036]],
  "atomic_forces_ev_per_a": [[3.457, 2.964, -1.309], [-3.106, -0.916, 2.674], [1.946, 2.241, -0.451], [-1.253, -1.459, 0.742], [0.218, -1.227, -0.202], [-0.965, -0.459, 0.444], [-2.846, -0.758, 0.610], [2.691, 0.317, -0.254], [-0.563, 0.142, -2.624], [0.421, -0.844, 0.370]],
  "nbo_charge": [0.8710, -0.4292, -0.1766, -0.4403, 0.2119, -0.1583, -0.1743, 0.1832, 0.2732, -0.1605]
}



Entry 6:
{
  "formula": "C3H7BClNO3",
  "method": "ωB97M-V with the def2-TZVPD basis set",
  "energy_ev": -24058.421,
  "gap_ev": 9.92,
  "charge": 0,
  "homo_ev": -9.513,
  "multiplicity": 1,
  "largest_force_ev_per_a": 3.80,
  "lumo_energy_ev": 0.40,
  "elements": ["Cl", "O", "O", "O", "N", "C", "C", "C", "B", "H", "H", "H", "H", "H", "H", "H"],
  "positions_angstrom": [[0.815407, 3.549498, 0.358504], [0.922770, 0.699379, -1.492717], [-0.567993, -1.698479, -1.449922], [-1.246509, -2.412647, 0.905166], [0.466849, 0.239224, 0.714396], [-0.280526, 2.342200, -0.304619], [0.465060, 1.044354, -0.427752], [0.834655, -1.128210, 0.666524], [-0.389789, -1.836687, -0.086642], [-1.076647, 2.179114, 0.436078], [-0.078259, -0.922427, -1.758067], [0.084532, 0.602741, 1.583133], [-1.927800, -2.674335, 0.253285], [-0.600371, 2.762651, -1.248908], [1.826411, -1.058270, 0.218755], [0.752210, -1.688103, 1.632787]],
  "atomic_forces_ev_per_a": [[0.506, 0.666, 0.474], [0.426, -0.663, -0.661], [-1.171, -0.677, 1.362], [0.193, 0.318, -3.785], [-1.213, 3.103, -0.094], [-0.109, -0.003, 1.113], [-0.677, -0.996, 1.601], [0.244, -1.729, -0.365], [1.252, 0.456, 0.976], [-0.056, 0.435, -0.550], [0.460, -0.096, -0.185], [0.062, 0.112, -0.548], [-0.668, -0.434, 1.082], [-0.266, -0.537, -0.123], [0.140, -1.233, 0.065], [0.877, 1.277, -0.362]],
  "nbo_charge": [-0.0337, -0.6340, -0.9132, -0.8725, -0.5996, -0.4639, 0.6579, -0.5952, 1.0995, 0.2212, 0.5264, 0.4053, 0.4840, 0.2508, 0.2289, 0.2383]
}



Entry 7:
{
  "formula": "C3H7BO",
  "method": "ωB97M-V with the def2-TZVPD basis set",
  "energy_ev": -5944.517,
  "gap_ev": [7.71, 7.45],
  "charge": 0,
  "homo_ev": [-7.621, -7.242],
  "multiplicity": 1,
  "largest_force_ev_per_a": 5.33,
  "e_above_lowest_ev": 3.447,
  "lumo_energy_ev": [0.09, 0.21],
  "elements": ["O", "C", "C", "C", "B", "H", "H", "H", "H", "H", "H", "H"],
  "positions_angstrom": [[-1.746859, 0.176349, -1.337144], [0.702732, 1.398950, 1.009166], [0.123251, -1.746356, -1.009363], [1.426862, 2.223499, 0.320643], [-0.566594, -0.261590, -0.838568], [-0.391548, -2.500041, -0.492951], [0.424449, 1.241942, 1.972654], [1.664997, 2.107646, -0.753112], [1.983984, 3.006640, 0.893647], [0.194573, -1.932802, -2.037958], [1.147486, -1.738752, -0.497670], [-2.286770, -0.552694, -1.808186]],
  "atomic_forces_ev_per_a": [[-0.170, -1.768, -0.542], [-1.355, -2.082, -4.714], [1.641, 3.206, 1.913], [1.608, 1.029, 0.214], [0.462, -0.335, 1.566], [-1.206, -1.062, 0.549], [-0.626, -0.064, 2.607], [-0.372, 0.322, 0.776], [-0.259, -0.333, -0.675], [0.277, -0.637, -1.545], [-1.273, 0.126, -1.068], [1.272, 1.598, 0.918]],
  "nbo_charge": [-0.9293, -0.2614, -1.0518, -0.5015, 0.9685, 0.2421, 0.1631, 0.2062, 0.1813, 0.2285, 0.2547, 0.4995]
}



Entry 8:
{
  "formula": "C3H7Br2N2",
  "method": "ωB97M-V with the def2-TZVPD basis set",
  "energy_ev": -146280.979,
  "gap_ev": 8.05,
  "charge": 1,
  "homo_ev": -13.964,
  "multiplicity": 1,
  "largest_force_ev_per_a": 0.99,
  "e_above_lowest_ev": 1.836,
  "lumo_energy_ev": -5.91,
  "elements": ["Br", "Br", "N", "N", "C", "C", "C", "H", "H", "H", "H", "H", "H", "H"],
  "positions_angstrom": [[-2.656443, 1.657676, -0.160841], [-3.066464, -1.441744, 0.127309], [-0.424470, -0.371829, -1.540208], [-0.082046, 1.078118, 1.427982], [-1.915422, -0.005433, 0.117755], [-0.504680, -0.110479, 0.833076], [0.391505, -0.573737, -0.334615], [-0.210935, 0.471193, -2.059087], [0.646944, -1.626326, -0.228686], [0.114804, 1.864875, 0.828509], [-0.607613, -0.874971, 1.612122], [-0.485713, 1.335667, 2.314022], [1.316815, 0.006047, -0.354794], [-0.495421, -1.172159, -2.155300]],
  "atomic_forces_ev_per_a": [[0.053, -0.327, -0.060], [0.259, 0.175, -0.036], [-0.811, 0.194, 0.535], [0.419, 0.375, 0.338], [0.348, -0.178, -0.661], [-0.080, -0.244, -0.067], [-0.068, 0.055, 0.214], [0.034, -0.124, -0.075], [0.016, 0.056, -0.052], [0.010, -0.018, 0.052], [-0.090, 0.068, -0.153], [-0.031, 0.002, -0.039], [-0.082, -0.113, 0.039], [0.023, 0.079, -0.037]],
  "nbo_charge": [0.3348, 0.3427, -0.7310, -0.8071, -0.0493, -0.1626, -0.2423, 0.4022, 0.2361, 0.3854, 0.2444, 0.4017, 0.2338, 0.4113]
}



Entry 9:
{
  "formula": "C3H7BrCu3NO",
  "method": "ωB97M-V with the def2-TZVPD basis set",
  "energy_ev": -210702.767,
  "gap_ev": 4.47,
  "charge": 2,
  "homo_ev": -15.094,
  "multiplicity": 1,
  "largest_force_ev_per_a": 4.69,
  "e_above_lowest_ev": 1.567,
  "lumo_energy_ev": -10.62,
  "elements": ["Br", "Cu", "Cu", "Cu", "O", "N", "C", "C", "C", "H", "H", "H", "H", "H", "H", "H"],
  "positions_angstrom": [[1.184252, -0.156721, 2.305899], [2.874842, 0.076049, 3.702519], [1.626452, 2.065849, 2.599749], [0.363762, -0.297751, 4.405849], [-1.407458, -2.242041, 0.017419], [-0.587398, -0.258461, -0.894731], [-0.613798, -1.261901, 0.038899], [-1.283558, -0.313801, -2.200541], [0.342142, 0.849999, -0.797801], [-0.573458, -0.118121, -3.004011], [0.043302, -1.042851, 0.894729], [-1.910138, -1.184091, -2.395741], [1.139602, 0.665989, -1.517731], [-1.948218, 0.538809, -2.339771], [-0.139918, 1.814159, -0.959381], [0.889592, 0.864889, 0.144639]],
  "atomic_forces_ev_per_a": [[0.064, -0.212, 0.003], [1.582, -0.188, 0.901], [-0.056, 1.007, -0.156], [-0.737, -0.251, 0.912], [3.011, 2.947, 0.373], [-0.185, -0.660, 0.389], [-3.884, -1.854, -1.859], [-0.302, 0.668, -0.218], [0.585, -0.604, -0.325], [0.358, -0.667, 0.042], [-0.364, -0.638, -0.709], [0.581, -0.228, 0.476], [-0.006, 0.502, -0.378], [-0.222, 0.184, 0.650], [-0.015, -0.075, -0.087], [-0.410, 0.070, -0.013]],
  "nbo_charge": [-0.5583, 0.7725, 0.8632, 0.8781, -0.5413, -0.4142, 0.5310, -0.4336, -0.3959, 0.2154, 0.0196, 0.2676, 0.2226, 0.2188, 0.2275, 0.1268]
}



Entry 10:
{
  "formula": "C3H7BrNO",
  "method": "ωB97M-V with the def2-TZVPD basis set",
  "energy_ev": -76795.538,
  "gap_ev": 11.50,
  "charge": 1,
  "homo_ev": -15.183,
  "multiplicity": 1,
  "largest_force_ev_per_a": 2.93,
  "e_above_lowest_ev": 1.889,
  "lumo_energy_ev": -3.68,
  "elements": ["Br", "O", "N", "C", "C", "C", "H", "H", "H", "H", "H", "H", "H"],
  "positions_angstrom": [[-2.396313, -0.673450, 1.597662], [1.195483, 0.829800, 0.326591], [-1.235756, 0.652260, -0.563535], [1.707600, -0.526184, 0.179290], [0.495819, -0.177506, 0.975986], [-0.902599, -0.549132, 0.374573], [-1.560668, 1.354732, 0.123511], [-0.826163, -1.617117, -0.095181], [-0.291438, 0.897840, -0.700425], [-1.856296, 0.605196, -1.403430], [2.697217, -0.681343, 0.511382], [0.507374, -0.249717, 2.021363], [1.554135, -0.994589, -0.782321]],
  "atomic_forces_ev_per_a": [[0.516, 0.007, 0.094], [0.131, 0.275, -0.592], [-1.247, -1.227, 1.488], [-1.573, 0.490, -0.431], [-0.058, -1.720, -0.831], [-0.375, -1.632, -0.746], [-0.374, -0.102, -0.700], [-0.348, 2.433, 0.157], [2.058, 1.379, -1.570], [0.675, -0.374, 0.933], [0.691, -0.052, 1.095], [0.173, 0.325, 1.442], [-0.270, 0.196, -0.338]],
  "nbo_charge": [0.1252, -0.4751, -0.7160, -0.0844, 0.0019, -0.1629, 0.4502, 0.2866, 0.4501, 0.4717, 0.2331, 0.2302, 0.1892]
}